No. 1
A molecular structure, C14H26IrN3OS. Source: OMol25; level of theory: the ωB97M-V functional and the def2-TZVPD basis.

⟨S²⟩: 6.010
net charge: +2
spin multiplicity: 5
relative energy (zero: lowest compared OMol25 entry of this formula, charge and spin): 34.43 kJ/mol

Atoms and positions in Å:
Ir 0.7224 0.1008 1.0598
O 0.2076 2.1919 1.6262
C -0.9072 2.4273 2.5518
C -2.2491 2.2679 1.8661
C -2.4006 0.9306 1.1326
C -2.1652 -0.2561 2.0174
C -3.0946 -0.6672 2.9589
C -2.8315 -1.7719 3.7489
C -1.6334 -2.4597 3.5853
C -0.7351 -1.9978 2.6576
N -0.9888 -0.9124 1.8927
H 0.2624 2.9067 0.9771
H -0.7959 3.4216 2.9786
H -0.7517 1.7020 3.3492
H -2.4006 3.0733 1.1440
H -3.0182 2.3876 2.6330
H -1.6906 0.8967 0.3006
H -3.3908 0.8563 0.6821
H -4.0279 -0.1275 3.0543
H -3.5550 -2.1022 4.4827
H -1.3987 -3.3374 4.1699
H 0.2162 -2.4887 2.4967
C 2.5395 -0.5892 1.8244
H 2.6819 -1.6188 1.4901
H 2.4332 -0.5437 2.9121
H 3.3634 0.0425 1.4948
C 3.9176 -1.8501 -2.5513
C 2.6123 -2.0678 -1.8093
N 1.4564 -1.5644 -2.5753
C 0.8339 -0.4062 -2.4371
S 1.2644 0.6994 -1.1291
N -0.0904 -0.0436 -3.3085
C -0.8023 1.2478 -3.3828
C -0.0553 2.2667 -4.2220
H 4.7463 -2.2393 -1.9602
H 4.0926 -0.7891 -2.7333
H 3.9211 -2.3726 -3.5087
H 2.6175 -1.5617 -0.8484
H 2.4287 -3.1262 -1.6293
H 1.2307 -2.1016 -3.4037
H -0.2109 -0.6463 -4.1130
H -0.9544 1.6015 -2.3662
H -1.7819 1.0282 -3.8034
H 0.9287 2.4773 -3.8012
H -0.6203 3.1979 -4.2574
H 0.0737 1.9176 -5.2467

Cartesian forces (eV/Å) of the 3 atoms listed first:
0.2990 -0.3332 0.0322
-0.1741 0.1081 0.1758
0.0597 0.0244 -0.0218

No. 2
A single C14H26N2O3 molecule in a non-equilibrium geometry. Source: OMol25; level of theory: the ωB97M-V functional and the def2-TZVPD basis.

spin multiplicity: 1
relative energy (zero: lowest compared OMol25 entry of this formula, charge and spin): 1403.34 kJ/mol

Atoms and positions in Å:
C 3.0202 3.9516 1.4143
O 2.2703 3.0553 1.7298
C 1.9182 2.0561 1.1630
O 2.4581 1.8991 0.1710
C 0.9359 0.9858 1.7865
N 0.6146 -0.0511 0.8958
C -0.7283 -0.0151 0.1987
O -1.6924 0.5625 0.8532
N -0.7085 -0.9503 -0.6612
C -2.1171 -1.1393 -1.4517
C -2.4849 -2.5771 -1.3379
C -2.3554 -3.3118 -2.4460
C -0.9292 -3.0377 -3.1817
C -0.8773 -1.6371 -3.6384
C -1.8995 -0.9422 -3.0061
C -1.5508 0.7224 -3.1383
C 1.1727 0.3933 3.2889
C 0.2515 -0.3496 3.7682
C 2.3597 -0.2702 2.9563
H 4.0094 3.3545 1.2911
H 3.0495 4.6064 2.0835
H 2.8677 4.2555 0.3607
H -0.0517 1.7106 1.8880
H 1.3681 -0.2244 0.2212
H 0.1132 -1.3735 -1.2294
H -2.7942 -0.4009 -1.0597
H -2.1393 -3.0369 -0.3401
H -3.5496 -2.5199 -1.1649
H -3.0770 -3.1604 -3.2345
H -2.4355 -4.4346 -2.2135
H -0.1381 -3.1571 -2.3858
H -0.6928 -4.0253 -3.7357
H -0.8905 -2.0195 -4.6392
H 0.1181 -1.3944 -3.5587
H -2.9607 -0.8406 -3.3624
H -1.2424 0.8567 -4.2677
H -0.6046 0.9716 -2.5369
H -2.2868 1.3023 -2.7141
H 1.6262 1.3730 3.8741
H 0.2099 -0.4731 4.8618
H -0.7515 0.4005 3.9862
H -0.2112 -1.0461 3.3819
H 2.1337 -1.0999 2.6531
H 2.8959 -0.5783 4.0571
H 3.3641 0.2901 2.4694

Cartesian forces (eV/Å) of the 3 atoms listed first:
8.8149 -0.2215 -9.8767
-9.2973 -1.3077 11.6639
-3.0136 -5.7863 2.1308

No. 3
7 unconnected molecules or ions with the total composition C14H26N2O8 in a non-equilibrium geometry. Source: OMol25; level of theory: the ωB97M-V functional and the def2-TZVPD basis.

spin multiplicity: 1
relative energy (zero: lowest compared OMol25 entry of this formula, charge and spin): 744.78 kJ/mol

Atoms and positions in Å:
C -3.7165 0.2907 -0.5565
C -3.5256 0.0433 0.6310
C -2.7313 -0.0055 2.0035
C -1.3580 -0.7934 1.8387
C -1.0950 -2.0374 2.5872
C 0.2677 -2.7762 2.4002
C 1.2362 -2.2144 1.4381
C 0.9801 -0.9416 0.6136
N 2.0017 -0.5719 -0.2818
C 1.6044 0.5768 -0.9233
C 0.3059 1.3785 -0.6987
O -0.0192 2.5586 -1.4186
C 1.1225 3.4226 -1.6192
C 1.5107 3.3584 -3.1701
C 0.3893 2.5781 -4.0201
O 2.8171 2.8032 -3.4437
N -0.6478 0.9613 0.1944
C -0.3201 -0.2373 0.8538
H -3.8715 0.3324 -1.6681
H -2.5346 1.0306 2.3923
H -3.3893 -0.6276 2.6923
H -1.8926 -2.4115 3.2830
H 0.4479 -3.7233 2.9932
H 2.2284 -2.7732 1.3291
H 2.3220 0.9872 -1.7037
H 1.9833 3.2614 -0.9027
H 0.7586 4.4894 -1.4327
H 1.5170 4.4151 -3.6033
H -0.5644 3.1664 -3.8764
H 0.2946 1.4892 -3.6982
H 0.6640 2.5351 -5.1265
H 2.6336 1.8943 -3.7688
O -4.2991 1.8366 3.7710
H -4.2811 2.4923 3.0629
H -4.5919 2.3348 4.5434
O -1.7731 -4.5656 0.4621
H -1.5821 -3.8367 1.0680
H -0.9020 -4.8436 0.1524
O -2.5529 -6.5926 -1.9207
H -2.9896 -7.4262 -1.7118
H -2.5140 -6.1294 -1.0730
O 3.6815 -4.2444 0.1651
H 3.6903 -3.3278 -0.1393
H 4.4710 -4.6307 -0.2322
O 4.0522 2.9347 0.3098
H 5.0129 2.9550 0.2255
H 3.8714 2.0911 0.7429
O 0.0860 2.9457 2.5732
H 0.9791 3.1856 2.8478
H 0.2221 2.3622 1.8147

Cartesian forces (eV/Å) of the 3 atoms listed first:
-0.0947 -0.8767 0.4689
1.8891 1.0695 -0.4261
-0.5890 -1.4941 -1.2472

No. 4
A molecular structure, C14H26NO2PSiW in a non-equilibrium geometry. Source: OMol25; level of theory: the ωB97M-V functional and the def2-TZVPD basis.

⟨S²⟩: 2.058
energy: -1451.97988 a.u.
spin multiplicity: 3

Atoms and positions in Å:
W -0.8854 -0.1504 0.2413
Si -0.1447 -2.3004 -0.6336
P 0.3542 1.1439 -1.1973
N -2.6238 -0.0417 0.4613
H 3.0238 0.5945 0.8989
C 0.7669 2.8644 -0.8610
H 1.0791 3.2720 -1.8460
H 1.5973 2.9278 -0.1294
H -0.1255 3.3954 -0.4795
C 1.8585 0.5017 -2.0232
H 2.0815 1.2983 -2.7587
H 1.6165 -0.4494 -2.5280
H 2.6830 0.3627 -1.2945
C -0.8873 1.1923 -2.5284
H -0.4012 1.8381 -3.2724
H -1.8192 1.6397 -2.1577
H -1.0683 0.1848 -2.9246
C 1.6543 -2.9619 -0.4989
H 2.0104 -3.0729 0.5289
H 2.3896 -2.3417 -1.0151
H 1.7350 -3.9591 -0.9491
H -0.8179 -3.4693 -0.0119
H -0.3272 -2.4008 -2.1055
C -3.9514 -0.0287 0.3641
C -6.0975 0.9564 0.7150
C -4.7309 0.9870 0.9423
C -4.5025 -1.0004 -0.4800
C -5.8629 -0.9963 -0.6861
C -6.6899 -0.0341 -0.0818
H -6.7228 1.7150 1.1695
H -4.1932 1.7423 1.5124
H -3.7850 -1.6873 -0.9388
H -6.2874 -1.7517 -1.3216
H -7.7575 -0.0546 -0.2536
C 4.3248 0.0464 1.7976
O 3.5872 -0.2011 0.7337
C 3.6902 0.6893 2.9745
H 4.3255 1.3099 3.6205
H 3.1720 -0.0014 3.6625
H 2.8884 1.3793 2.6366
C 5.7409 -0.2655 1.5938
H 6.3902 0.6123 1.4809
H 5.8069 -0.7892 0.6463
H 6.1599 -0.9040 2.3755
O 0.6744 -1.0597 2.8034
C 0.0711 -0.7320 1.8175

Cartesian forces (eV/Å) of the 3 atoms listed first:
0.6692 -0.5092 2.3050
0.7371 -1.0601 -0.0912
0.6787 -0.4235 -0.1209

No. 5
A molecular structure, C14H27HfN4OP in a non-equilibrium geometry. Source: OMol25; level of theory: the ωB97M-V functional and the def2-TZVPD basis.

⟨S²⟩: 0.788
net charge: +3
spin multiplicity: 2
relative energy (zero: lowest compared OMol25 entry of this formula, charge and spin): 397.83 kJ/mol

Atoms and positions in Å:
C -0.5624 2.3706 -1.9509
C -0.1596 1.2712 -2.9094
N -0.0135 0.0603 -2.3108
C 0.2312 -1.1090 -3.0467
C 0.3350 -0.9541 -4.4783
C 0.2112 0.2869 -5.0672
C -0.0429 1.4484 -4.2807
C 0.3437 -2.3139 -2.3489
P 0.1997 -2.2315 -0.5777
H -0.1612 2.4362 -4.7333
H 0.5267 -1.8446 -5.0844
H 0.3076 0.3823 -6.1548
C 1.4993 2.6273 -0.6851
C -0.6439 2.9832 0.4079
H 0.5205 -3.2516 -2.8867
H -1.6529 2.3192 -1.7837
H -0.3329 3.3727 -2.3643
C 1.6512 -3.0868 0.1854
C -1.1703 -3.3898 -0.0709
H 1.5525 -3.0761 1.2848
H 1.7245 -4.1304 -0.1686
H 2.5601 -2.5343 -0.0988
H -1.2579 -3.4187 1.0295
H -2.1231 -3.0359 -0.5016
H -0.9806 -4.4114 -0.4463
H -0.6606 4.0609 0.1420
H -1.6755 2.6072 0.4825
H -0.1432 2.8558 1.3790
H 1.5596 3.7114 -0.9182
H 1.9871 2.4221 0.2781
H 2.0065 2.0504 -1.4718
Hf 0.0000 0.0000 -0.2190
H 1.5821 -0.0621 -0.1891
O -2.3359 0.1726 -0.5632
H -2.6636 -0.5181 0.0416
H -2.3004 -0.2649 -1.4384
N 0.0820 2.1943 -0.6119
C -1.0649 0.6844 5.2138
N 0.0000 0.0000 4.5120
C 1.0647 -0.6845 5.2138
C 0.0000 0.0000 3.0420
N 0.0000 0.0000 1.7810
H -0.9464 0.6083 6.3152
H -2.0422 0.2370 4.9348
H -1.0642 1.7592 4.9345
H 1.0640 -1.7593 4.9343
H 2.0421 -0.2372 4.9351
H 0.9459 -0.6086 6.3151

Cartesian forces (eV/Å) of the 3 atoms listed first:
-0.1469 0.6582 -0.0411
-0.0914 -0.2971 0.1921
-0.0468 -0.3364 -2.4332

No. 6
2 unconnected molecules or ions with the total composition C14H27INO5P2S in a non-equilibrium geometry. Source: OMol25; level of theory: the ωB97M-V functional and the def2-TZVPD basis.

net charge: +1
energy: -2358.88823 a.u.
spin multiplicity: 1

Atoms and positions in Å:
C -4.9831 2.3770 1.1302
C -4.5641 1.2592 1.0247
C -3.6025 0.0932 1.0724
C -2.8906 -0.0225 2.4612
C -1.3455 -0.0290 2.3838
C -0.7123 1.3197 1.8941
C -1.4826 2.6586 2.0586
N -1.2350 3.4441 3.2879
C -0.2297 3.0074 4.0050
P 0.1567 3.8986 5.6386
O 0.3265 5.5086 5.2793
I -1.9958 3.7172 6.8301
S 0.5505 1.6561 3.2683
H -5.2893 3.4086 1.1807
H -2.8971 0.1217 0.2240
H -4.2222 -0.8088 0.9261
H -3.1833 -1.0079 2.8711
H -3.2740 0.7055 3.1996
H -1.0053 -0.8253 1.7012
H -0.9797 -0.2518 3.4007
H -0.1826 1.2812 0.9159
H -1.3174 3.2697 1.1480
H -2.5874 2.5552 2.0469
H -1.8579 4.2231 3.4747
H -0.2807 5.7907 4.5765
O 0.3769 -1.2171 -1.1135
P 0.9537 -1.7070 -2.4194
O 2.4078 -2.2724 -1.8913
C 2.4302 -3.2397 -0.8411
C 2.0094 -4.6161 -1.3273
O 1.3709 -0.2229 -3.0326
C 0.6241 0.9244 -2.6389
C 1.3312 1.6579 -1.5128
O 1.1083 -2.3480 -3.9230
C 2.3447 -2.2544 -4.6587
C 3.1552 -3.5325 -4.5731
H 1.7946 -2.9199 -0.0123
H 3.4524 -3.2781 -0.4623
H 1.0731 -4.5729 -1.8906
H 1.8830 -5.2972 -0.4847
H 2.7645 -5.0395 -1.9894
H -0.3893 0.6436 -2.3501
H 0.5334 1.5784 -3.5077
H 1.7453 0.9822 -0.7630
H 0.6447 2.3533 -1.0190
H 2.1723 2.2308 -1.9064
H 2.9403 -1.3997 -4.3470
H 2.0556 -2.0867 -5.6973
H 3.7228 -3.5912 -3.6461
H 3.8792 -3.5719 -5.3893
H 2.5126 -4.4123 -4.6222

Cartesian forces (eV/Å) of the 3 atoms listed first:
-0.3076 0.7951 -0.0776
2.0069 -0.5409 0.1825
-1.5413 0.1277 0.1421